Molecular formula: C6H9F18MgN3P3
Method: DFT, the ωB97M-V functional and the def2-TZVPD basis

```
! RIJCOSX wB97M-V def2-TZVPD def2/J DEFGRID3
* xyz -1 1
Mg -0.173 -0.174 -0.074
P -1.024 1.159 2.820
F -1.901 2.159 1.857
F -1.098 2.188 4.081
F -2.439 0.406 3.366
F -0.105 0.240 3.803
F -0.832 0.085 1.585
F 0.361 2.031 2.511
P -3.219 1.002 -1.556
F -2.034 1.976 -2.039
F -2.829 -0.003 -2.796
F -2.022 0.328 -0.641
F -4.370 0.096 -0.919
F -3.466 2.111 -0.409
F -4.176 1.964 -2.561
P 1.129 -1.211 -3.088
F 0.047 -0.688 -1.942
F 0.102 -2.463 -3.226
F 0.257 -0.395 -4.144
F 2.113 -1.729 -4.197
F 1.991 0.243 -2.967
F 2.053 -1.965 -1.932
C 0.362 4.344 -0.335
C 0.537 2.859 -0.415
N 0.662 1.703 -0.503
H -0.654 4.558 -0.001
H 0.458 4.731 -1.349
H 0.938 4.985 0.333
C 0.038 -4.723 0.177
C -0.270 -3.326 0.155
N -0.487 -2.172 0.073
H 1.098 -4.965 0.098
H -0.476 -4.952 -0.757
H -0.412 -5.362 0.936
C 3.652 -0.942 2.690
C 2.581 -0.729 1.690
N 1.764 -0.484 0.882
H 3.689 -0.027 3.281
H 4.579 -1.077 2.134
H 3.575 -1.782 3.379
*
```

Frontier orbital gap: 10.5564 eV
Energy: -93087.39392 eV
Strongest force on any atom: 0.100 Eh/bohr
Lowest unoccupied orbital energy: 1.8438 eV
ΔE to the lowest compared entry with this formula, charge and spin: 0.0000 eV